This record from the Open Molecules 2025 dataset describes 2 unconnected molecules or ions with the total composition C24H22N4O2 in a non-equilibrium geometry. The level of theory is the ωB97M-V functional and the def2-TZVPD basis.

Values from the calculation:
highest occupied orbital energy: -6.77 eV

ORCA input file:
```
! wB97M-V def2-TZVPD RIJCOSX def2/J DEFGRID3
* xyz 0 1
C -1.830 2.871 4.591
N -1.121 2.018 3.639
C -1.464 0.727 3.331
C -0.547 0.196 2.417
C -0.532 -1.154 1.979
C 0.268 -1.701 0.927
C 0.585 -1.113 -0.304
N 1.448 -1.926 -0.996
C 2.006 -1.618 -2.314
C 1.696 -3.083 -0.237
C 0.951 -2.978 0.953
C 1.035 -3.976 1.933
C 1.850 -5.058 1.706
C 2.583 -5.168 0.521
C 2.515 -4.196 -0.449
C 0.430 1.238 2.176
C 0.047 2.358 2.939
C 0.820 3.522 2.925
C 1.968 3.544 2.173
C 2.369 2.422 1.444
C 1.619 1.273 1.438
H -1.358 3.850 4.656
H -2.864 2.997 4.273
H -1.822 2.410 5.579
H -2.317 0.216 3.742
H -1.146 -1.843 2.538
H 0.145 -0.211 -0.695
H 2.670 -2.413 -2.649
H 1.196 -1.507 -3.032
H 2.566 -0.685 -2.281
H 0.486 -3.872 2.852
H 1.944 -5.821 2.462
H 3.225 -6.021 0.378
H 3.094 -4.276 -1.350
H 0.520 4.381 3.494
H 2.570 4.437 2.141
H 3.281 2.456 0.874
H 1.931 0.407 0.883
C -1.061 2.243 -5.247
N -1.840 1.514 -4.264
C -1.225 1.279 -3.026
O -0.074 1.668 -2.874
N -1.876 0.640 -2.023
C -3.149 0.224 -2.248
O -3.805 -0.346 -1.378
C -3.770 0.433 -3.523
C -3.110 1.068 -4.504
H -1.658 2.471 -6.127
H -0.711 3.170 -4.791
H -0.201 1.637 -5.531
H -4.774 0.067 -3.651
H -3.561 1.231 -5.468
*
```